No. 1
Molecular formula: C30H55F5O29S
Method: DFT, ωB97M-V/def2-TZVPD

Geometry as XYZ:
```
120
Properties=species:S:1:pos:R:3
C -3.2970 -1.5261 3.4858
O -3.0724 -0.7080 2.3313
C -2.0002 -1.1170 1.5365
C -0.6101 -0.7333 2.0678
O -0.2595 -1.2596 3.3317
C 0.3617 -2.4708 3.3053
O -0.1049 -3.4451 2.7809
S -0.3568 1.0740 2.2235
O -1.4778 1.7381 2.8788
O 0.9477 1.2740 2.8279
C -0.3198 1.6342 0.4359
F -1.5811 2.1349 0.1669
F -0.0859 0.5815 -0.4153
C 0.7021 2.7858 0.1210
F 1.9357 2.5716 0.6379
F 0.1975 3.9839 0.5484
F 0.8207 2.8312 -1.2549
H -2.8556 -1.0275 4.3662
H -4.3766 -1.6596 3.6252
H -2.7991 -2.5070 3.3750
H -2.1139 -0.6237 0.5522
H -2.0078 -2.2085 1.3374
H 0.1351 -1.0552 1.3140
H 1.3318 -2.4969 3.8348
C 0.3702 -3.8935 -0.7790
O -0.4102 -3.1710 -1.7413
C -0.0781 -3.4205 -3.0139
O 0.7863 -4.1750 -3.3767
O -0.8551 -2.6776 -3.8014
C -0.6207 -2.8666 -5.2034
H -0.0106 -3.6130 0.2001
H 0.2553 -4.9667 -0.9157
H 1.4208 -3.6178 -0.8549
H -0.8239 -3.8983 -5.4838
H 0.4007 -2.6030 -5.4669
H -1.3088 -2.2077 -5.7251
C 0.1500 -6.9124 2.8930
O 1.4685 -7.4592 2.7865
C 2.3141 -7.0320 3.7215
O 2.0623 -6.2485 4.6004
O 3.4942 -7.6185 3.5153
C 4.5063 -7.2484 4.4532
H -0.4283 -7.3351 2.0758
H -0.3099 -7.1954 3.8385
H 0.1736 -5.8298 2.7977
H 4.2149 -7.5288 5.4639
H 4.7020 -6.1784 4.4054
H 5.3998 -7.7953 4.1661
C 0.7515 6.2398 -6.9287
O 0.0495 5.0350 -6.6156
C -0.1993 4.8704 -5.3157
O 0.1145 5.6303 -4.4373
O -0.8547 3.7191 -5.1591
C -1.1883 3.4207 -3.7984
H 0.8837 6.2418 -8.0068
H 0.1711 7.1109 -6.6298
H 1.7245 6.2552 -6.4410
H -1.8396 4.1903 -3.3876
H -0.2899 3.3292 -3.1977
H -1.7139 2.4695 -3.8094
C -0.1281 -1.2115 7.4502
O -1.0288 -1.1763 8.5631
C -2.2462 -1.6444 8.2970
O -2.6175 -2.0772 7.2367
O -2.9851 -1.5483 9.4026
C -4.3268 -2.0170 9.2542
H 0.8128 -0.8032 7.8054
H 0.0206 -2.2366 7.1131
H -0.5046 -0.5987 6.6321
H -4.3381 -3.0724 8.9877
H -4.8553 -1.4366 8.4999
H -4.8042 -1.8798 10.2202
C 0.3437 -4.6151 -10.4925
O -0.1562 -3.3560 -10.9501
C 0.0802 -2.3396 -10.1208
O 0.6564 -2.4100 -9.0674
O -0.4313 -1.2320 -10.6599
C -0.2374 -0.0510 -9.8734
H 0.0828 -5.3407 -11.2574
H 1.4253 -4.5796 -10.3759
H -0.1232 -4.8944 -9.5496
H 0.8227 0.1575 -9.7377
H -0.7222 -0.1479 -8.9034
H -0.6972 0.7670 -10.4190
C -3.3855 0.9088 -11.5795
O -4.6014 1.4927 -11.1088
C -4.4263 2.3717 -10.1224
O -3.3700 2.6791 -9.6335
O -5.6187 2.8488 -9.7693
C -5.5770 3.8093 -8.7108
H -3.6555 0.2168 -12.3717
H -2.7218 1.6730 -11.9818
H -2.8909 0.3635 -10.7792
H -4.9909 4.6784 -9.0038
H -5.1614 3.3672 -7.8072
H -6.6061 4.1068 -8.5314
C 2.4783 4.1648 3.3839
O 1.9667 5.4987 3.2771
C 2.2874 6.2914 4.2950
O 2.9461 5.9808 5.2534
O 1.7503 7.4931 4.0756
C 2.0168 8.4506 5.1016
H 2.1360 3.6321 2.5029
H 3.5674 4.1726 3.4098
H 2.0878 3.6749 4.2735
H 3.0873 8.6235 5.1978
H 1.6067 8.1183 6.0537
H 1.5253 9.3692 4.7938
C 5.1999 -0.8985 8.5761
O 4.0139 -0.2226 8.1535
C 3.9906 1.0786 8.4550
O 4.8586 1.6810 9.0278
O 2.8410 1.5863 8.0124
C 2.6788 2.9865 8.2682
H 5.0837 -1.9345 8.2700
H 6.0778 -0.4710 8.0948
H 5.3067 -0.8471 9.6581
H 3.4582 3.5607 7.7713
H 2.6893 3.1840 9.3385
H 1.7122 3.2637 7.8576
```

Properties
**Frontier orbital gap**: 10.424 eV
**SMILES**: COC[C@H](OC=O)S(=O)(=O)C(F)(F)C(F)(F)F.COC(=O)OC.COC(=O)OC.COC(=O)OC.COC(=O)OC.COC(=O)OC.COC(=O)OC.COC(=O)OC.COC(=O)OC
**Energy**: -4255.56527 hartree
**2S+1**: 1
**Strongest force on any atom**: 3.3 eV/Å
**E_LUMO**: 0.2 eV

Atom charges from the Mulliken analysis, given in e for atoms 1 to 5: C -0.6237; O -0.4308; C -0.8181; C -0.4249; O -0.0062



No. 2
Molecular formula: C30H55F6N11O3P
Method: DFT, ωB97M-V/def2-TZVPD

Geometry as XYZ:
```
106
Properties=species:S:1:pos:R:3
N -5.3918 -1.7141 -7.4052
O -4.8874 -2.8514 -7.2058
O -6.0454 -1.1901 -6.4942
O -5.2383 -1.1559 -8.4700
C -10.8450 4.6386 -9.3556
C -11.0871 3.3986 -8.4977
N -9.9919 2.5088 -8.5195
C -8.7522 2.6830 -7.8898
C -8.0786 1.4839 -8.1014
N -8.8806 0.5687 -8.8136
C -9.9745 1.3237 -9.1674
C -8.5573 -0.8505 -9.1813
H -10.6675 4.3544 -10.3928
H -10.0081 5.2779 -9.0743
H -11.7841 5.1915 -9.3346
H -11.9690 2.9937 -8.9941
H -11.2208 3.5776 -7.4309
H -8.6287 3.5261 -7.2262
H -7.1733 1.1199 -7.6385
H -10.8703 0.9202 -9.6160
H -8.4474 -1.3194 -8.2035
H -7.6607 -0.8474 -9.8011
H -9.3569 -1.3376 -9.7393
C -1.5298 0.3408 -7.6609
C -1.8454 0.0373 -6.2309
N -2.5645 1.0360 -5.5287
C -2.2444 1.6347 -4.3420
C -3.2529 2.5273 -4.0086
N -4.3147 2.3651 -4.9064
C -3.9079 1.3377 -5.7313
C -5.5775 3.0988 -5.0211
H -1.1906 -0.6030 -8.0879
H -0.8587 1.1683 -7.8908
H -2.4098 0.5927 -8.2529
H -0.8846 -0.0984 -5.7343
H -2.3817 -0.9044 -6.1140
H -1.3115 1.4391 -3.8343
H -3.2713 3.2120 -3.1735
H -4.4798 0.9028 -6.5376
H -5.4398 4.0910 -5.4509
H -5.9566 3.3285 -4.0253
H -6.2600 2.5592 -5.6779
C -4.9197 1.6500 -0.0701
C -5.6923 0.7611 -1.0045
N -4.8685 -0.2541 -1.7584
C -3.4901 -0.5852 -1.4167
C -3.1013 -1.6157 -2.2876
N -4.1940 -1.9372 -3.0424
C -5.2588 -1.0850 -2.7758
C -4.2361 -3.0237 -3.9980
H -4.5706 1.2741 0.8916
H -5.5044 2.5546 0.0971
H -3.9499 1.9443 -0.4713
H -6.2383 1.4290 -1.6708
H -6.3427 0.0691 -0.4695
H -2.8310 -0.1683 -0.6696
H -2.2013 -2.1910 -2.4467
H -6.2172 -0.9960 -3.2659
H -4.2596 -3.9734 -3.4636
H -3.3071 -3.0911 -4.5642
H -5.1600 -2.9556 -4.5724
C -6.1393 -4.4535 -10.2191
C -6.4880 -5.2307 -8.9359
N -7.7486 -4.6622 -8.3201
C -9.0001 -4.7791 -8.8595
C -9.9090 -4.2941 -7.9861
N -9.2543 -3.8802 -6.8334
C -7.9217 -4.1134 -7.0507
C -9.8688 -3.3573 -5.6170
H -6.7456 -4.8302 -11.0429
H -5.0855 -4.5767 -10.4689
H -6.4903 -3.4220 -10.1892
H -5.7198 -5.2181 -8.1628
H -6.6056 -6.3110 -9.0208
H -9.1094 -5.3556 -9.7662
H -10.9859 -4.2304 -7.9345
H -7.1133 -3.9788 -6.3472
H -10.0605 -2.2848 -5.6490
H -9.2706 -3.5629 -4.7294
H -10.8566 -3.8039 -5.5033
C -1.6873 -3.4656 -8.7924
C -2.5390 -3.0652 -10.0892
N -2.1590 -1.8550 -10.7792
C -0.9382 -1.5888 -11.3558
C -0.9445 -0.3005 -11.9309
N -2.2877 0.0755 -11.8865
C -2.9971 -0.8040 -11.1187
C -2.7404 1.3468 -12.4522
H -1.7147 -2.5835 -8.1527
H -0.6408 -3.6214 -9.0542
H -2.2089 -4.3012 -8.3255
H -3.5687 -3.0438 -9.7324
H -2.6723 -3.8610 -10.8221
H -0.0992 -2.2578 -11.2342
H -0.2199 0.2734 -12.4894
H -4.0441 -0.7228 -10.8665
H -2.5686 1.2502 -13.5243
H -2.1906 2.1605 -11.9793
H -3.8106 1.4940 -12.3068
P -8.8588 0.1391 -3.9268
F -9.5629 0.3082 -5.3419
F -10.0601 -0.8253 -3.5728
F -8.1050 -1.1365 -4.4828
F -8.2449 -0.3259 -2.5314
F -7.6254 1.0856 -4.4020
F -9.5469 1.4210 -3.2328
```

Properties
**Frontier orbital gap**: 9.223 eV
**Energy**: -2943.91143 hartree
**2S+1**: 1
**Total charge**: +3
**Strongest force on any atom**: 4.9 eV/Å
**E_LUMO**: -6.5 eV

Atom charges from the Mulliken analysis, given in e for atoms 1 to 5: N 0.2368; O -0.7595; O 0.1982; O -0.4796; C -1.1490



No. 3
Molecular formula: C30H55N2O12S6
Method: DFT, ωB97M-V/def2-TZVPD

Geometry as XYZ:
```
105
Properties=species:S:1:pos:R:3
C -2.0999 -0.2543 -1.8815
C -1.7903 0.6952 -2.7871
N -1.1168 1.9101 -2.4316
C -1.4303 2.4856 -1.2831
C -0.7810 3.6453 -0.8477
C 0.1471 4.1442 -1.7179
C 0.3548 3.4645 -2.9261
N -0.2172 2.3569 -3.3190
H -1.3939 -0.6838 -1.1745
H -3.1272 -0.6021 -1.8214
H -1.9900 0.5411 -3.8400
H -2.2013 2.0536 -0.6671
H -1.0003 4.1061 0.1007
H 0.7106 5.0411 -1.5131
H 1.0684 3.8846 -3.6235
C -2.2337 1.7973 4.4420
C -3.5177 2.5880 4.7305
C -3.9926 3.2027 3.4064
S -3.3949 2.1087 2.1225
O -2.4192 2.8383 1.3184
O -4.4969 1.4181 1.4918
C -2.5226 0.9798 3.1932
H -1.9437 1.1501 5.2719
H -1.4083 2.4879 4.2488
H -4.2827 1.9096 5.1146
H -3.3568 3.3587 5.4817
H -5.0752 3.2668 3.3466
H -3.5583 4.1789 3.2400
H -1.6219 0.6204 2.6968
H -3.1926 0.1463 3.4043
C 0.1139 -3.3748 6.4487
C 0.3592 -3.6053 4.9519
C 0.1092 -2.2743 4.2326
S 0.4729 -0.9888 5.4316
O -0.7569 -0.2806 5.7288
O 1.6676 -0.2811 5.0452
C 0.8431 -2.0819 6.7965
H 0.4719 -4.2076 7.0518
H -0.9567 -3.2593 6.6345
H 1.3915 -3.9165 4.7923
H -0.2835 -4.3901 4.5554
H 0.7550 -2.1570 3.3627
H -0.9334 -2.1672 3.9355
H 0.5075 -1.6322 7.7284
H 1.9228 -2.2262 6.8169
C -4.8826 9.2205 1.3826
C -5.3900 8.1081 0.4556
C -4.5804 6.8437 0.7713
S -4.0850 6.9841 2.4940
O -2.6486 7.0940 2.5541
O -4.7943 6.0015 3.2780
C -4.8001 8.5984 2.7730
H -5.5414 10.0868 1.3730
H -3.8912 9.5471 1.0611
H -6.4482 7.9257 0.6513
H -5.2948 8.3824 -0.5939
H -5.1691 5.9380 0.6448
H -3.6750 6.7845 0.1698
H -4.1745 9.1585 3.4639
H -5.7917 8.4503 3.1998
C -0.0245 -3.2163 -5.0280
C -1.1123 -4.2850 -5.2050
C -0.7029 -5.5010 -4.3635
S 0.2879 -4.8619 -3.0094
O 1.6356 -5.3488 -3.1474
O -0.4379 -4.9922 -1.7722
C 0.2519 -3.1499 -3.5288
H -0.3392 -2.2494 -5.4200
H 0.8801 -3.5178 -5.5605
H -2.0675 -3.8947 -4.8475
H -1.2424 -4.5588 -6.2504
H -1.5631 -6.0251 -3.9552
H -0.0827 -6.1928 -4.9301
H 1.1990 -2.6725 -3.2836
H -0.5652 -2.6606 -2.9979
C 4.3031 -3.2765 -0.1463
C 3.2837 -4.1603 -0.8725
C 2.2146 -4.5619 0.1528
S 2.1659 -3.2440 1.3670
O 2.6075 -3.7609 2.6380
O 0.9177 -2.5191 1.2357
C 3.4852 -2.2681 0.6586
H 4.9736 -2.7825 -0.8420
H 4.9073 -3.8874 0.5275
H 2.8229 -3.5927 -1.6858
H 3.7508 -5.0364 -1.3133
H 1.2311 -4.6652 -0.2954
H 2.4817 -5.4805 0.6713
H 4.0489 -1.7834 1.4532
H 3.0316 -1.5182 0.0095
C 5.6118 -0.8329 -5.0500
C 4.9868 -1.9798 -5.8555
C 5.7189 -3.2689 -5.4622
S 6.3010 -3.0232 -3.7802
O 7.7375 -3.0072 -3.7848
O 5.5589 -3.8763 -2.8843
C 5.7130 -1.3391 -3.6146
H 5.0156 0.0768 -5.1110
H 6.6079 -0.6094 -5.4369
H 3.9269 -2.0662 -5.6036
H 5.0542 -1.8035 -6.9278
H 5.0639 -4.1361 -5.4862
H 6.5894 -3.4451 -6.0909
H 6.4073 -0.7700 -3.0004
H 4.7322 -1.3760 -3.1382
```

Properties
**Frontier orbital gap**: 6.961 eV
**Energy**: -4577.23474 hartree
**2S+1**: 1
**Total charge**: +1
**Strongest force on any atom**: 2.0 eV/Å
**E_LUMO**: -4.7 eV

Atom charges from the Mulliken analysis, given in e for atoms 1 to 5: C -0.7885; C -0.1981; N 0.9559; C 0.0745; C -0.5949



No. 4
Molecular formula: C30H55N2O2OsP2
Method: DFT, ωB97M-V/def2-TZVPD

Geometry as XYZ:
```
92
Properties=species:S:1:pos:R:3
C 2.2049 0.4282 -2.1869
C 1.0021 2.1514 -1.1267
C 2.8972 1.3245 -2.9894
C 1.5360 3.1209 -2.0045
C 2.5038 2.6846 -2.9273
H 3.6745 0.8972 -3.6422
H 1.1758 4.1571 -1.9529
H 2.9889 3.4129 -3.5758
N 1.4624 0.8622 -1.1592
P 1.7262 -2.0124 -0.8750
P -0.6139 1.7456 1.3958
C 2.3261 -1.0861 -2.3582
H 1.7878 -1.5166 -3.2456
H 3.3817 -1.3509 -2.5322
C -0.2517 2.4166 -0.3707
H -0.3217 3.5224 -0.2299
C -2.4339 2.9062 1.5655
C -0.0392 1.9329 3.3624
C 0.5056 -3.3471 -1.3504
C 3.3308 -2.8833 -0.3852
C -3.4385 1.7498 1.7586
H -3.2081 1.1257 2.6561
H -4.4684 2.1848 1.8994
H -3.4483 1.0748 0.8834
C -2.5379 3.9760 2.6599
H -2.3508 3.6715 3.6988
H -1.8874 4.8389 2.4338
H -3.5889 4.3501 2.6418
C -2.7575 3.7311 0.2899
H -3.8584 3.8879 0.1994
H -2.3243 4.7578 0.3311
H -2.3798 3.2588 -0.6369
C -1.2395 1.5705 4.2577
H -1.4802 0.5011 4.1298
H -0.9036 1.7229 5.2972
H -2.1627 2.1421 4.1221
C 0.9940 0.9168 3.8133
H 0.5836 -0.1040 3.7497
H 1.9603 1.0025 3.3049
H 1.1645 1.1142 4.8841
C 0.5355 3.3356 3.4562
H -0.2198 4.1282 3.3792
H 1.0142 3.4260 4.4419
H 1.3261 3.4951 2.7021
C 3.1205 -3.8314 0.8107
H 4.0960 -4.2849 1.0551
H 2.7733 -3.3048 1.7050
H 2.4308 -4.6520 0.5799
C 4.3528 -1.7859 -0.0070
H 4.5258 -1.0852 -0.8331
H 4.0346 -1.2331 0.8845
H 5.3152 -2.2755 0.2095
C 3.9905 -3.7300 -1.5007
H 4.9965 -4.0142 -1.1469
H 3.4613 -4.6687 -1.6935
H 4.1056 -3.1748 -2.4381
C -0.5235 -2.8220 -2.3609
H -0.0696 -2.6957 -3.3562
H -1.3107 -3.5902 -2.4659
H -0.9907 -1.8876 -2.0233
C -0.1934 -3.7062 -0.0207
H -0.4089 -2.7952 0.5939
H -1.1579 -4.1873 -0.2582
H 0.4064 -4.4001 0.5967
C 1.1090 -4.6018 -2.0033
H 1.7046 -4.3430 -2.8901
H 1.6905 -5.2288 -1.3137
H 0.2701 -5.2170 -2.3653
Os 0.5794 -0.4754 0.2692
C 1.5766 -1.0524 1.6587
O 2.1677 -1.4056 2.6402
N -1.1211 0.1360 -0.8384
C -1.3360 1.2892 -1.2848
C -2.2582 1.4478 -2.6128
C -2.7724 2.8264 -3.0361
C -1.4002 1.0214 -3.8326
C -3.4983 0.5017 -2.4737
H -3.5752 3.2249 -2.3802
H -1.9608 3.5713 -3.1979
H -3.2603 2.6461 -4.0257
H -1.0892 -0.0510 -3.7619
H -1.9972 1.1385 -4.7481
H -0.5144 1.6961 -3.9421
H -3.8698 0.2827 -3.5218
H -3.2134 -0.4552 -1.9940
H -4.3079 0.9684 -1.8527
C -1.4878 -2.7132 3.4735
O -1.8446 -1.4894 2.7997
H -2.1119 -2.8589 4.3882
H -0.4278 -2.6156 3.7767
H -1.6005 -3.6087 2.8166
H -2.5728 -1.7339 2.1565
```

Properties
**Frontier orbital gap (alpha / beta)**: 6.699 / 5.310 eV
**Energy**: -2208.24933 hartree
**2S+1**: 5
**Total charge**: +3
**Relative energy (zero: lowest compared OMol25 entry of this formula, charge and spin)**: 3.736 eV
**Strongest force on any atom**: 8.1 eV/Å
**⟨S²⟩**: 6.022
**E_LUMO (alpha / beta)**: -10.2 / -12.6 eV

Atom charges from the Mulliken analysis, given in e for atoms 1 to 5: C 0.6341; C 0.0625; C -0.7572; C -1.0068; C -0.8753



> Among the records above, which one has the highest 2S+1?

C30H55N2O2OsP2



> Among the records above, which one has the lowest strongest force on any atom?

C30H55N2O12S6



> The lowest strongest force on any atom belongs to which entry?

C30H55N2O12S6



> What is the formula in the fourth record?

C30H55N2O2OsP2